1.
114
Properties=species:S:1:pos:R:3:forces:R:3:mulliken_charge:R:1 method="wB97M-V/def2-TZVPD" orbital_gap_ev=9.09 multiplicity=1 charge=0 de_lowest_kj_mol=496.2 lumo_ev=0.261 homo_energy_ev=-8.8252 smiles=COC[C@H](C)N.COC[C@H](C)N.COC[C@H](C)N.CCO.CCO.CCO.CCO.CCO.CCO.CCO
C 0.749407 -5.214322 4.977201 1.152 -0.994 0.582 -0.96
C -0.119808 -5.958383 3.941327 0.090 0.768 1.397 -0.21
O -1.119781 -5.066687 3.496231 -0.317 0.414 -1.275 -0.48
H 1.197189 -4.262486 4.691568 -0.592 0.092 -0.720 0.23
H 1.645289 -5.802581 5.175831 0.147 -0.401 -0.020 0.35
H 0.367303 -5.051829 5.985019 -0.765 -0.101 -0.203 0.30
H -0.648957 -6.839671 4.303857 0.422 -0.169 0.612 0.27
H 0.530195 -6.346632 3.157196 -0.276 0.561 -0.507 0.24
H -1.886999 -5.121652 4.070655 0.133 -0.084 0.064 0.27
C -4.834484 2.524392 3.220972 -0.428 0.284 -0.394 -1.04
C -3.787701 3.293435 2.516648 -0.379 0.402 -1.975 -0.07
O -3.248465 4.217322 3.380557 1.501 0.640 1.424 -0.54
H -4.318296 1.898674 3.949074 -0.620 -0.223 0.110 0.24
H -5.409908 2.004527 2.454987 0.028 -0.588 0.340 0.33
H -5.512830 3.255576 3.660643 -0.002 -0.252 0.465 0.29
H -4.173653 3.907563 1.703023 -0.712 -0.330 -0.516 0.26
H -3.081762 2.631792 2.014657 0.530 -0.186 0.361 0.23
H -2.414165 4.503912 3.001865 0.163 0.251 0.126 0.30
C -5.485604 1.783053 -3.566747 -1.088 -0.210 -0.994 -1.07
C -4.128701 1.182967 -3.674730 2.316 0.388 -0.300 0.12
O -3.846690 0.611151 -4.983324 -1.261 -0.104 0.648 -0.55
H -5.683511 2.420189 -2.704784 0.400 -0.307 0.223 0.32
H -6.182587 0.945060 -3.575668 -0.325 0.091 0.246 0.26
H -5.766975 2.374291 -4.438154 0.312 0.093 -0.152 0.31
H -3.977959 0.495078 -2.842752 -0.120 -0.661 -0.223 0.22
H -3.309045 1.887477 -3.533543 -0.232 0.637 0.247 0.10
H -2.900251 0.561977 -5.136421 0.064 0.060 0.316 0.30
C 1.575503 2.333827 -5.863564 -0.326 0.720 -1.443 -1.13
C 1.884563 1.066422 -5.148937 -1.151 0.138 1.835 -0.03
O 0.667658 0.276611 -4.881340 1.154 0.469 -1.030 -0.50
H 1.020806 2.094848 -6.770923 -0.204 -0.055 -0.095 0.32
H 2.476490 2.812550 -6.247155 0.318 -0.156 0.169 0.36
H 1.027532 3.142359 -5.379703 -0.153 -0.464 0.571 0.25
H 2.172079 1.287636 -4.121071 0.967 0.220 -0.132 0.18
H 2.682814 0.557424 -5.689127 -0.263 -0.525 0.074 0.26
H 0.983014 -0.344601 -4.220852 -0.412 -0.399 0.088 0.29
C 0.089949 -0.079661 0.665841 1.539 -0.323 1.037 -1.13
C -0.251154 -1.312125 1.490051 -0.848 1.963 0.689 -0.16
O -0.830807 -2.236619 0.674097 -0.711 -2.235 -1.192 -0.46
H 0.949526 -0.333633 0.045570 -0.174 0.091 -0.454 0.34
H 0.479457 0.657577 1.367873 -0.153 0.365 -0.063 0.35
H -0.723672 0.345762 0.078382 -0.069 -0.364 0.165 0.28
H -1.040052 -1.059098 2.198353 0.087 0.637 0.618 0.24
H 0.513570 -1.815613 2.081505 0.851 0.696 -0.120 0.27
H -1.019105 -2.907387 1.334579 -0.530 -0.926 -0.635 0.25
C -5.301260 -3.908634 -0.405557 0.936 0.678 -0.832 -0.90
C -5.212818 -5.449032 -0.462506 -1.136 2.228 1.708 -0.14
O -6.154010 -5.849907 0.562301 0.093 -1.079 -0.586 -0.53
H -4.613405 -3.497507 0.333307 0.519 -0.039 -0.314 0.21
H -6.200045 -3.350650 -0.143014 -0.795 -1.192 0.067 0.35
H -5.112885 -3.536258 -1.412513 0.707 0.375 0.039 0.27
H -4.207384 -5.747808 -0.165939 0.020 -0.173 -0.385 0.20
H -5.453904 -5.750143 -1.481971 -0.313 -0.687 0.375 0.25
H -5.661121 -6.159710 1.325645 -0.006 -0.104 -0.085 0.29
C -1.181633 4.852764 -1.528089 -0.559 -1.164 -1.261 -0.87
C -0.011043 4.901941 -0.652907 0.737 0.843 0.939 -0.26
O -0.454363 5.318678 0.635825 0.603 0.336 0.312 -0.51
H -0.824745 4.327905 -2.414233 -0.637 -0.240 -0.371 0.23
H -1.542855 5.823941 -1.866359 0.098 0.144 0.270 0.38
H -1.980778 4.323210 -1.009394 -0.133 -0.159 -0.393 0.19
H 0.676311 5.606307 -1.121441 0.484 0.304 0.374 0.23
H 0.569415 3.992288 -0.498960 -0.488 -0.276 -0.167 0.32
H -0.799470 6.201919 0.486197 -0.162 0.173 0.355 0.30
C 0.622927 -4.691644 -5.257282 1.109 -0.134 0.246 -1.42
C -0.295866 -4.418458 -4.093674 -1.136 0.226 0.864 0.46
C -0.947186 -5.692414 -3.440409 -0.091 0.716 -1.825 -0.60
O -1.516570 -6.470590 -4.505345 0.670 -0.946 0.945 -0.32
C -1.836447 -7.846834 -4.227364 -1.319 0.371 -0.573 -0.77
N 0.382028 -3.710555 -2.985791 0.293 -0.140 -1.016 -0.60
H 0.163781 -4.972946 -6.204993 -0.278 -0.478 0.458 0.30
H 1.346672 -5.419839 -4.891184 0.030 -0.630 -0.460 0.32
H 1.274898 -3.863133 -5.534061 -0.321 0.578 0.377 0.38
H -1.079018 -3.746764 -4.445223 -0.310 -0.120 0.071 0.24
H -1.709196 -5.353828 -2.738408 -0.350 0.032 0.033 0.33
H -0.193532 -6.186835 -2.827498 0.262 -0.566 -0.325 0.39
H -2.918736 -7.953245 -4.301183 -0.396 0.271 0.541 0.27
H -1.543090 -8.266915 -3.265301 0.445 0.388 0.006 0.31
H -1.582964 -8.522121 -5.044567 1.048 0.283 -0.057 0.28
H 1.167843 -4.305912 -2.766366 0.384 0.114 0.471 0.27
H -0.229608 -3.711985 -2.182053 -0.029 0.158 0.273 0.18
C 5.102421 3.190274 -0.983164 -1.388 -0.224 0.063 -1.55
C 6.101676 3.999984 -1.719886 1.512 -1.085 0.509 0.67
C 7.517059 3.904465 -1.025182 -1.350 1.433 -0.527 -0.75
O 8.578493 4.440231 -1.836478 -0.316 -0.569 1.736 -0.42
C 8.453281 5.844953 -2.021468 0.041 -0.352 -1.692 -0.72
N 6.178991 3.337554 -3.018813 0.196 1.203 -0.553 -0.73
H 5.376227 2.136260 -1.029746 0.185 0.023 0.796 0.39
H 4.195852 3.206266 -1.588121 -0.302 0.095 -0.112 0.29
H 4.773155 3.626900 -0.040276 0.431 -0.478 0.383 0.40
H 5.713615 5.018512 -1.730651 0.421 0.423 -0.269 0.26
H 7.691060 2.887323 -0.674150 0.428 -0.025 -0.597 0.40
H 7.404693 4.529879 -0.139558 0.242 0.043 0.381 0.41
H 7.824354 6.434106 -1.354040 -0.177 -0.539 0.358 0.30
H 8.045787 5.851676 -3.032420 -0.319 1.082 -0.136 0.25
H 9.419973 6.345046 -2.080702 0.218 -0.383 0.238 0.27
H 5.324938 3.608502 -3.484948 -0.521 -0.425 -0.290 0.25
H 6.848323 3.869062 -3.556967 0.679 -0.225 -0.293 0.26
C 2.521535 1.529928 7.272608 -2.520 -1.275 1.313 -1.33
C 1.606526 1.232200 6.082504 1.452 0.794 -0.222 0.43
C 0.115320 1.569839 6.323791 -0.113 -1.066 0.775 -0.61
O -0.332368 0.879380 7.543827 -0.444 0.720 -0.156 -0.32
C -1.733030 1.125533 7.962930 2.031 -0.604 -0.201 -0.73
N 2.185851 1.998510 5.013340 -0.736 1.456 -2.409 -0.68
H 3.591656 1.686376 7.136680 -0.273 -0.442 -0.339 0.46
H 2.215386 0.684720 7.889042 1.047 0.063 1.054 0.30
H 2.064055 2.396314 7.750291 0.368 0.271 0.181 0.30
H 1.650763 0.217343 5.687277 0.041 -0.389 0.708 0.18
H -0.432606 1.181698 5.465175 -0.235 0.018 -0.100 0.35
H -0.069176 2.643021 6.372277 0.126 0.213 0.265 0.34
H -2.355191 0.693470 7.179133 -0.492 0.871 -0.006 0.28
H -1.833667 2.144416 8.336893 -0.413 0.398 -1.048 0.30
H -1.954617 0.581054 8.880827 0.573 -0.627 -0.131 0.26
H 3.190993 1.926520 4.945405 -0.011 -0.662 0.167 0.22
H 2.069303 2.992932 5.146114 -0.419 0.250 0.114 0.24

2.
9
Properties=species:S:1:pos:R:3:forces:R:3:mulliken_charge:R:1 method="wB97M-V/def2-TZVPD" orbital_gap_ev=8.94 multiplicity=1 charge=0 de_lowest_kj_mol=359.0 lumo_ev=0.398 homo_energy_ev=-8.5427
C -0.937300 -0.707266 0.267271 -2.398 5.703 -3.791 -0.05
C 0.578166 1.050465 -0.496159 -0.124 -0.095 1.321 -0.51
N 0.467739 -2.370071 1.134582 -0.310 -0.518 -0.047 -0.66
N -0.322225 -1.641014 0.744483 2.273 -2.822 2.485 0.51
O -0.291030 -0.052216 -0.812652 0.441 -0.291 0.295 -0.36
H -1.903573 -0.180937 0.331101 0.206 -1.617 1.212 0.38
H -0.024788 1.965396 -0.124563 0.918 -1.137 -1.207 0.23
H 1.174973 1.110711 -1.433364 -0.415 0.825 0.881 0.21
H 1.258037 0.824933 0.389299 -0.591 -0.047 -1.149 0.26

3.
41
Properties=species:S:1:pos:R:3:forces:R:3:mulliken_charge:R:1 method="wB97M-V/def2-TZVPD" orbital_gap_ev=8.45 multiplicity=1 charge=-1 lumo_ev=2.783 homo_energy_ev=-5.6654
C -3.901401 1.080458 -4.525730 0.226 -0.275 0.055 -1.11
C -3.191811 0.292772 -3.424739 -0.453 -0.254 -0.556 -0.15
O -3.926036 0.354189 -2.222224 0.329 0.613 -0.009 -0.38
C -3.142885 0.210775 -1.057241 0.065 -0.433 0.688 -0.55
C -3.093301 -1.235027 -0.559537 -0.534 0.371 -0.696 -0.42
O -3.166486 -1.222232 0.864110 0.723 0.045 -0.315 -0.30
S -2.159298 -2.272691 1.569231 -0.078 -0.513 0.416 1.17
O -2.692639 -3.564582 1.296358 -0.367 -0.799 -0.749 -0.75
O -2.190458 -1.911567 2.955208 0.057 0.787 0.493 -0.65
N -0.770882 -2.015738 0.837847 -0.107 0.228 0.904 -0.38
S 0.479581 -2.080968 1.869091 0.864 -0.323 -1.038 1.06
O 1.671087 -1.989618 1.031172 0.417 0.814 -0.473 -0.77
O 0.518911 -3.250044 2.703271 -0.619 -0.398 0.668 -0.71
B 0.614552 -0.499185 2.901927 -0.911 -0.304 -0.048 0.42
C -0.372854 0.688795 2.702047 0.398 -0.218 0.435 -1.01
O 1.619359 -0.508664 3.817274 0.833 0.612 -0.314 -0.54
H -3.345030 1.970283 -4.793992 -0.032 0.288 -0.001 0.28
H -4.899538 1.353274 -4.212122 -0.226 0.074 0.099 0.30
H -3.975848 0.457791 -5.410610 -0.107 0.015 -0.257 0.30
H -3.132787 -0.746201 -3.753139 0.231 -0.219 0.109 0.26
H -2.178415 0.674863 -3.321287 0.179 -0.016 0.354 0.31
H -3.576701 0.801532 -0.254966 -0.269 0.173 -0.047 0.33
H -2.120759 0.560361 -1.195608 0.102 0.243 -0.224 0.28
H -2.197784 -1.716532 -0.934792 0.171 -0.215 0.263 0.40
H -3.954533 -1.751733 -0.978611 -0.210 -0.157 0.153 0.34
H -1.374055 0.362832 2.964275 -0.255 -0.108 -0.149 0.36
H -0.365885 1.009730 1.664478 -0.117 0.135 -0.174 0.30
H -0.082486 1.484906 3.380030 0.021 0.379 -0.083 0.26
H 2.474592 -0.379898 3.365991 -0.113 -0.438 0.386 0.34
C 3.078307 1.228445 0.035396 -0.156 0.057 0.075 -0.93
C 4.421332 1.419306 0.714619 -0.075 -0.407 -0.351 0.31
C 5.565784 1.351336 -0.285872 0.182 0.049 0.123 -1.29
O 4.587111 0.421062 1.724132 0.122 0.173 0.190 -0.55
H 3.026835 0.244158 -0.435140 -0.019 -0.003 -0.007 0.32
H 2.282175 1.269863 0.779026 -0.053 0.013 -0.047 0.08
H 2.891546 1.991669 -0.722896 0.032 0.012 0.008 0.42
H 4.444985 2.381711 1.228640 0.027 -0.062 0.143 0.26
H 5.585582 0.374915 -0.776623 -0.096 0.013 -0.045 0.33
H 6.524236 1.480658 0.219005 -0.007 0.042 0.011 0.32
H 5.468018 2.122194 -1.052133 -0.016 -0.014 -0.015 0.37
H 4.557879 -0.443198 1.294133 -0.159 0.020 0.027 0.36

4.
30
Properties=species:S:1:pos:R:3:forces:R:3:mulliken_charge:R:1 method="wB97M-V/def2-TZVPD" orbital_gap_ev=9.58 multiplicity=1 charge=0 de_lowest_kj_mol=512.6 lumo_ev=-0.531 homo_energy_ev=-10.1138
O 11.073651 -34.357020 -28.034964 2.436 -2.371 0.649 -0.22
H 12.048760 -34.228008 -27.730118 -0.451 -0.001 -0.572 0.17
H 10.657722 -33.557235 -27.814155 -1.896 3.041 0.530 0.46
H 10.934102 -34.603817 -28.966974 0.176 -0.086 -0.635 0.45
O 13.560931 -33.255717 -27.496656 -0.089 0.539 0.017 -1.12
H 14.173620 -32.768339 -26.889220 -0.629 -0.896 -0.764 0.16
O 11.969319 -32.225867 -25.582899 3.660 -1.312 -0.843 -0.63
H 12.489387 -32.496060 -26.439589 -1.096 0.394 2.113 0.26
H 11.141472 -31.985492 -25.877702 -2.911 0.989 -0.817 0.37
O 15.066518 -34.318340 -29.464827 -4.413 1.886 0.108 -0.71
H 14.382650 -33.833280 -28.750413 1.953 -1.210 -1.752 0.45
H 15.767152 -34.516034 -28.914610 2.461 -0.751 1.674 0.26
O 10.034654 -31.797371 -27.782184 4.622 -0.783 2.854 -0.71
H 9.357681 -31.682166 -28.353979 -3.070 0.926 -3.068 0.25
H 10.879113 -31.339711 -28.075049 -1.225 -0.144 0.072 0.41
O 9.199779 -34.267971 -30.120462 4.095 0.738 -2.311 -0.57
H 9.180857 -34.505960 -31.072184 -0.603 0.098 1.279 0.27
H 8.420712 -34.385478 -29.680586 -3.461 -0.813 1.170 0.28
O 11.884546 -35.582884 -30.414041 1.240 -0.949 1.501 -0.75
H 12.647527 -36.188662 -30.209785 -0.730 1.037 0.045 0.34
H 11.979440 -35.442624 -31.336410 0.172 0.538 -1.425 0.27
O 10.270696 -37.672661 -30.360202 -2.766 -3.508 -1.349 -0.61
H 10.134604 -37.732193 -31.324309 -0.280 -0.534 0.613 0.29
H 10.805627 -36.951767 -30.344365 2.468 3.515 0.740 0.41
O 12.854030 -30.853875 -28.681641 -1.256 -2.355 -1.023 -0.72
H 12.599440 -31.162325 -29.598180 0.608 0.905 1.150 0.35
H 12.968672 -31.781521 -28.263442 0.616 1.273 -0.245 0.42
O 13.106270 -35.528348 -26.084841 2.933 -2.760 1.478 -0.71
H 14.010252 -36.071466 -25.743945 -3.759 2.785 -1.863 0.32
H 13.320228 -34.765310 -26.666332 1.196 -0.194 0.678 0.55